1.
Entry from OMol25: a molecular structure, C35H28Cl5N4O8PbS2 (wB97M-V/def2-TZVPD).

Structure (XYZ):
```
83
Properties=species:S:1:pos:R:3
Pb -0.78056 -0.96877 -0.80397
Cl -2.76602 1.31443 -1.38926
C -2.55953 1.73994 -3.05892
C -3.19979 2.88930 -3.49294
C -3.09264 3.28016 -4.81428
C -2.34293 2.51077 -5.68885
C -1.70798 1.36855 -5.23656
Cl -0.77880 0.46555 -6.39060
C -1.78321 0.92844 -3.89945
S -0.91698 -0.51694 -3.41663
H -3.78008 3.46599 -2.78545
H -3.58911 4.17610 -5.16169
H -2.24564 2.79142 -6.72859
O 1.74580 -1.44991 0.53782
C 2.30991 -1.76315 1.54854
C 2.20497 -1.11842 2.88200
C 2.84262 -1.77563 3.92674
C 2.86816 -1.23167 5.19114
C 2.33165 0.02894 5.42624
C 1.68468 0.68433 4.40637
C 1.53898 0.09259 3.14105
O 0.82745 0.66787 2.15525
N 3.46535 -1.97759 6.29281
O 3.35420 -1.51602 7.41395
O 4.03742 -3.01880 6.03304
H 3.05821 -2.58142 1.53457
H 3.31566 -2.73274 3.74773
H 2.42918 0.47312 6.40610
H 1.25627 1.65905 4.58300
C 4.81963 4.92556 -1.35221
C 4.98881 3.75324 -0.38187
C 4.19824 2.55402 -0.78949
N 3.23705 2.05341 -0.10345
N 2.62808 0.97383 -0.68072
C 3.16115 0.63827 -1.81811
N 2.78892 -0.39913 -2.58194
S 4.48525 1.69878 -2.29303
H 5.37054 5.79831 -0.99981
H 3.76639 5.19337 -1.43980
H 5.18830 4.66683 -2.34568
H 4.64200 4.03337 0.61293
H 6.04675 3.48767 -0.30969
H 2.06570 -1.05130 -2.28639
H 3.21196 -0.54330 -3.47827
Cl 2.08407 -3.65723 -4.30386
C 2.01434 -4.33296 -2.66524
Cl 3.57777 -4.09916 -1.83440
C 0.89999 -3.69244 -1.79497
O 0.32396 -4.44491 -1.02528
O 0.74883 -2.44486 -1.95426
H 1.85339 -5.40010 -2.74788
Cl -6.05975 0.19992 0.08463
C -4.86891 -0.25172 1.34398
C -3.93385 -1.36044 0.82177
O -4.39569 -2.47863 0.66891
O -2.72754 -0.97200 0.60741
H -5.43436 -0.61605 2.19751
H -4.31738 0.64612 1.59777
C -4.52235 3.02522 5.16513
C -4.00136 3.56359 3.99674
C -2.92527 2.96557 3.36158
C -2.33968 1.81178 3.89070
C -2.89404 1.26638 5.05250
C -3.96900 1.86592 5.68731
C -1.15676 1.13074 3.34630
C -0.25293 1.51884 2.44981
C -0.22731 2.73002 1.60073
C 0.02294 3.98220 2.15404
C 0.08696 5.10581 1.34410
C -0.10834 4.98666 -0.02532
C -0.35405 3.73930 -0.58175
C -0.39713 2.61475 0.22668
H -5.35909 3.50090 5.66028
H -4.44662 4.45260 3.56813
H -2.55325 3.38248 2.43828
H -2.46987 0.35512 5.45783
H -4.38209 1.41918 6.58255
H -0.95781 0.17357 3.81780
H 0.16955 4.07897 3.22364
H 0.29494 6.07199 1.78626
H -0.05868 5.86070 -0.66267
H -0.50168 3.62954 -1.64874
H -0.54601 1.63892 -0.21485
```

relative energy (zero: lowest compared OMol25 entry of this formula, charge and spin) = 4.57 kcal/mol
HOMO energy = -5.6 eV
gap between HOMO and LUMO = 6.62 eV
charge = -1
LUMO level = 1.062 eV

2.
Entry from OMol25: a single C3H3FO2 molecule (wB97M-V/def2-TZVPD).

Structure (XYZ):
```
9
Properties=species:S:1:pos:R:3
C 1.81833 0.32145 -0.05162
C 0.70301 -0.30342 0.13740
O -0.60106 0.40633 -0.07057
C -1.78615 -0.13005 -0.01664
O -2.15454 -1.24583 0.02222
F -2.72306 0.87712 0.02356
H 2.84606 0.00352 -0.14433
H 1.51269 1.27673 -0.47353
H 0.38473 -1.20586 0.57351
```

relative energy (zero: lowest compared OMol25 entry of this formula, charge and spin) = 17.74 kcal/mol
HOMO energy = -10.9 eV
gap between HOMO and LUMO = 11.77 eV
structure (SMILES) = C=COC(=O)F
LUMO level = 0.838 eV

3.
Entry from OMol25: a single C5H9F4NO2S molecule (wB97M-V/def2-TZVPD).

Structure (XYZ):
```
22
Properties=species:S:1:pos:R:3
C -2.11245 1.05403 -0.72117
C -1.03475 0.14303 -0.14582
C -1.00019 -1.29356 -0.73932
C -1.16458 0.18686 1.35245
N 0.22214 0.69418 -0.58514
F 0.57160 1.77775 0.11139
S 1.57880 -0.85986 0.08275
O 1.76845 -1.86042 -0.92564
O 1.46596 -1.35219 1.43969
C 3.09214 0.36050 0.12075
F 3.07561 1.23343 1.09604
F 3.14747 1.02498 -1.00758
F 4.11291 -0.48648 0.23234
H -1.84535 2.12057 -0.55259
H -2.16794 1.00198 -1.83931
H -3.01400 0.64172 -0.25469
H -0.28475 -1.34673 -1.59375
H -1.97223 -1.61598 -1.19509
H -0.60377 -1.97706 0.07384
H -1.55607 1.17907 1.54664
H -1.95790 -0.61864 1.61416
H -0.32110 -0.00719 1.89002
```

relative energy (zero: lowest compared OMol25 entry of this formula, charge and spin) = 76.18 kcal/mol
HOMO energy (spin up / spin down) = -10.0 / -10.0 eV
gap between HOMO and LUMO (spin up / spin down) = 9.21 / 9.21 eV
structure (SMILES) = CC(C)(C)N(F)S(=O)(=O)C(F)(F)F
LUMO level (spin up / spin down) = -0.746 / -0.747 eV

Largest force on an atom across the listed records, respectively: 0.54; 3.50; 4.41 eV Å⁻¹.